(i)
{"formula": "C17H27NO2", "method": "ωB97M-V with the def2-TZVPD basis set", "smiles": "CCCCCCCCC(=O)NCCOc1ccccc1", "lumo_ha": 0.0233, "gap_ev": 8.961, "molar_mass_g_mol": 277.4, "elements": ["C", "C", "C", "C", "C", "C", "C", "C", "C", "O", "N", "C", "C", "O", "C", "C", "C", "C", "C", "C", "H", "H", "H", "H", "H", "H", "H", "H", "H", "H", "H", "H", "H", "H", "H", "H", "H", "H", "H", "H", "H", "H", "H", "H", "H", "H", "H"], "coordinates": [[-6.18642, -2.37795, 0.12067], [-5.20628, -2.03421, -0.99519], [-4.59918, -0.63655, -0.86112], [-3.63389, -0.51302, 0.31607], [-3.04891, 0.89198, 0.47263], [-2.08151, 1.27127, -0.64809], [-1.41766, 2.63310, -0.43812], [-0.40118, 2.66858, 0.71165], [0.78062, 1.77299, 0.39820], [1.71690, 2.12344, -0.28918], [0.69349, 0.51910, 0.90851], [1.75321, -0.44186, 0.71445], [2.90192, -0.22707, 1.71826], [3.99727, -1.06889, 1.46538], [4.86372, -0.75704, 0.44996], [4.77195, 0.35426, -0.38032], [5.73317, 0.55452, -1.35864], [6.77943, -0.33340, -1.52394], [6.86750, -1.44201, -0.69666], [5.91933, -1.65364, 0.28253], [-6.97426, -1.62982, 0.17810], [-6.64654, -3.34538, -0.06735], [-5.68582, -2.42539, 1.08428], [-5.73176, -2.09296, -1.95132], [-4.40347, -2.77488, -1.01517], [-4.06801, -0.40351, -1.78561], [-5.40323, 0.09418, -0.74572], [-4.16158, -0.76818, 1.23699], [-2.81951, -1.23117, 0.18930], [-3.86370, 1.61913, 0.50561], [-2.53172, 0.94015, 1.43392], [-2.62982, 1.30884, -1.59066], [-1.31302, 0.50177, -0.74608], [-0.89554, 2.91632, -1.35415], [-2.18920, 3.38231, -0.24643], [-0.02633, 3.68840, 0.80951], [-0.87024, 2.37778, 1.65175], [-0.04445, 0.29090, 1.55354], [1.35354, -1.45238, 0.81519], [2.14102, -0.31184, -0.29960], [2.56833, -0.48667, 2.72819], [3.19869, 0.82849, 1.70756], [3.96899, 1.06949, -0.29296], [5.65168, 1.42059, -1.99863], [7.52053, -0.16627, -2.29096], [7.67944, -2.14454, -0.81441], [5.97248, -2.50892, 0.93805]], "nbo_charge": [-0.6070, -0.3878, -0.3943, -0.3922, -0.3896, -0.4076, -0.3800, -0.4938, 0.6842, -0.6365, -0.6235, -0.2555, -0.0696, -0.4972, 0.2917, -0.2762, -0.2003, -0.2472, -0.1923, -0.2619, 0.2000, 0.2104, 0.1992, 0.1999, 0.1933, 0.2004, 0.1923, 0.1996, 0.1915, 0.1985, 0.1847, 0.2076, 0.2018, 0.2183, 0.2038, 0.2380, 0.2010, 0.3970, 0.2046, 0.2285, 0.1871, 0.1858, 0.2365, 0.2138, 0.2111, 0.2118, 0.2205]}

(ii)
{"formula": "C17H27NO2", "method": "ωB97M-V with the def2-TZVPD basis set", "smiles": "CCOc1cccc(OCCCCN2CCCCC2)c1", "lumo_ha": 0.0322, "gap_ev": 8.919, "molar_mass_g_mol": 277.4, "elements": ["C", "C", "O", "C", "C", "C", "C", "C", "O", "C", "C", "C", "C", "N", "C", "C", "C", "C", "C", "C", "H", "H", "H", "H", "H", "H", "H", "H", "H", "H", "H", "H", "H", "H", "H", "H", "H", "H", "H", "H", "H", "H", "H", "H", "H", "H", "H"], "coordinates": [[2.72429, -1.06587, 0.49429], [2.87210, 0.13488, 1.42564], [2.62469, -0.18943, 2.77680], [1.34744, -0.37493, 3.21816], [1.22955, -0.82134, 4.53272], [-0.02211, -1.02101, 5.08011], [-1.16255, -0.78622, 4.33822], [-1.05421, -0.33762, 3.02355], [-2.23685, -0.11474, 2.38231], [-2.23966, 0.27097, 1.02475], [-1.96835, -0.90553, 0.08154], [-1.89853, -0.48125, -1.38408], [-0.65600, 0.35515, -1.70310], [-0.35677, 0.35236, -3.12343], [1.00511, 0.77815, -3.39291], [1.34128, 0.57702, -4.86694], [0.37928, 1.37739, -5.73634], [-1.04723, 0.97236, -5.38574], [-1.29227, 1.15506, -3.89139], [0.20354, -0.13363, 2.46445], [1.71053, -1.45852, 0.52243], [2.96491, -0.77381, -0.52479], [3.40252, -1.85658, 0.80451], [3.90953, 0.48154, 1.41670], [2.23378, 0.96547, 1.09781], [2.12875, -1.00084, 5.09891], [-0.11002, -1.36688, 6.09890], [-2.14621, -0.93845, 4.75121], [-3.24788, 0.65779, 0.84961], [-1.52860, 1.08737, 0.85440], [-1.03605, -1.39512, 0.37042], [-2.77089, -1.63408, 0.21292], [-2.80526, 0.07107, -1.63522], [-1.86106, -1.37357, -2.01077], [0.20147, -0.09680, -1.19638], [-0.77449, 1.38525, -1.31914], [1.68083, 0.17483, -2.77995], [1.15718, 1.84104, -3.12301], [1.24756, -0.48353, -5.10483], [2.37289, 0.88313, -5.04959], [0.57923, 1.19505, -6.79369], [0.51476, 2.44510, -5.54587], [-1.19809, -0.07810, -5.63875], [-1.76703, 1.57012, -5.94758], [-2.30626, 0.83297, -3.64988], [-1.20177, 2.22757, -3.63116], [0.29130, 0.22129, 1.45164]], "nbo_charge": [-0.6394, -0.0636, -0.5112, 0.4125, -0.3231, -0.1655, -0.2987, 0.3367, -0.4918, -0.0625, -0.4219, -0.4091, -0.2133, -0.4438, -0.2132, -0.4026, -0.3968, -0.4021, -0.2213, -0.4334, 0.2103, 0.2121, 0.2179, 0.1942, 0.1674, 0.2213, 0.2144, 0.2225, 0.1940, 0.1687, 0.2039, 0.2149, 0.1959, 0.2218, 0.1926, 0.1614, 0.1961, 0.1560, 0.2034, 0.2070, 0.2089, 0.1932, 0.2034, 0.2074, 0.2020, 0.1567, 0.2168]}

Stability, highest: (i)

(i)
{"formula": "C4H13N2O2", "method": "ωB97M-V with the def2-TZVPD basis set", "s_squared": 1.77, "lumo_ha": [-0.4750, -0.3926], "total_charge": 2, "gap_ev": [4.330, 7.315], "molar_mass_g_mol": 121.2, "spin_multiplicity": 2, "elements": ["O", "C", "C", "C", "C", "N", "N", "H", "H", "H", "H", "H", "H", "H", "H", "H", "H", "H", "H", "H", "O"], "coordinates": [[0.52959, 0.40972, -1.03599], [0.85327, 1.32719, -0.23322], [0.99156, 1.09167, 1.13869], [1.12212, -0.23643, 1.83471], [-0.15190, -1.09805, 1.61608], [-1.35995, -0.48904, 2.11143], [0.77159, -0.90920, -4.00058], [0.85114, 2.33552, -0.65304], [1.07334, 1.98843, 1.75109], [1.30813, -0.05997, 2.89198], [1.95154, -0.82204, 1.42893], [-0.02993, -2.06368, 2.10796], [-0.27864, -1.26891, 0.54192], [-1.78525, -0.94759, 2.92367], [-1.60623, 0.48188, 1.92868], [0.61020, -0.20706, -3.24960], [1.73533, -1.28503, -3.94050], [0.72940, -0.43551, -4.92400], [-1.20060, 0.41454, -0.73533], [-2.64612, -0.09125, -1.12633], [-2.11624, 0.29334, -0.42494]], "nbo_charge": [-0.6337, 0.2792, -0.0496, -0.4722, -0.2974, -0.2190, -0.2969, 0.1943, 0.2383, 0.2639, 0.2854, 0.2597, 0.2962, 0.4315, 0.4345, 0.4366, 0.4219, 0.4243, 0.4771, 0.5006, -0.9750]}

(ii)
{"formula": "C4H13N2O2", "method": "ωB97M-V with the def2-TZVPD basis set", "s_squared": 1.77, "lumo_ha": [-0.4690, -0.3872], "total_charge": 2, "gap_ev": [3.866, 6.651], "molar_mass_g_mol": 121.2, "spin_multiplicity": 2, "elements": ["O", "C", "C", "C", "C", "N", "N", "H", "H", "H", "H", "H", "H", "H", "H", "H", "H", "H", "H", "H", "O"], "coordinates": [[0.21637, 0.54198, 0.39740], [0.13410, -0.34184, 1.27571], [-0.29670, -1.65244, 0.99862], [-0.94405, -2.13157, -0.28124], [-0.32269, -1.58045, -1.56196], [1.13338, -1.86129, -1.59591], [-1.65191, 4.52071, 1.24980], [0.49702, -0.10954, 2.28112], [-0.48051, -2.22592, 1.90331], [-0.94786, -3.22431, -0.28231], [-1.98995, -1.81280, -0.19868], [-0.81060, -2.08082, -2.40961], [-0.35455, -0.50703, -1.70895], [1.40299, -2.72002, -1.09574], [1.75306, -1.07714, -1.30919], [-1.08164, 5.37667, 1.12887], [-1.09296, 3.76267, 1.66616], [-2.57131, 4.71274, 1.68101], [1.78150, 0.65745, -0.34154], [2.94762, 1.24876, -1.18276], [2.67873, 0.50421, -0.61411]], "nbo_charge": [-0.5974, 0.2723, -0.0664, -0.4910, -0.2894, -0.2157, -0.2912, 0.1751, 0.2352, 0.2659, 0.2983, 0.2919, 0.2582, 0.4006, 0.4413, 0.4306, 0.4242, 0.4358, 0.4780, 0.5021, -0.9585]}

Stability, highest: (ii)

(i)
{"formula": "C6H25NO5", "method": "ωB97M-V with the def2-TZVPD basis set", "smiles": "CCC[C@H](C)NC.O.O.O.O.O", "lumo_ha": 0.0138, "gap_ev": 9.390, "molar_mass_g_mol": 191.3, "elements": ["C", "C", "C", "C", "C", "N", "C", "H", "H", "H", "H", "H", "H", "H", "H", "H", "H", "H", "H", "H", "H", "H", "O", "H", "H", "O", "H", "H", "O", "H", "H", "O", "H", "H", "O", "H", "H"], "coordinates": [[-1.21528, -2.00502, 1.62668], [-1.26775, -1.08290, 0.35978], [0.18503, -0.86319, -0.12186], [0.39816, 0.58365, -0.64382], [1.66554, 0.55679, -1.50698], [0.53437, 1.57111, 0.45339], [1.29177, 2.78108, 0.22065], [-1.62692, -1.49208, 2.50244], [-0.18780, -2.31994, 1.81395], [-1.79070, -2.93380, 1.56884], [-1.79498, -0.17358, 0.59005], [-1.77673, -1.68868, -0.38236], [0.39107, -1.47790, -0.99941], [0.93577, -1.08831, 0.63149], [-0.46222, 0.87534, -1.24031], [2.48711, 0.11496, -0.93998], [2.04473, 1.55756, -1.73045], [1.55546, 0.01298, -2.44039], [0.88148, 1.11864, 1.28790], [1.32817, 3.37019, 1.12900], [0.83957, 3.35726, -0.58922], [2.34354, 2.64819, -0.06597], [1.97346, -0.34264, 2.95930], [1.12832, -0.74996, 3.19126], [2.43437, -1.10101, 2.54821], [-2.39389, 2.11251, 1.14185], [-2.27302, 2.82452, 1.78198], [-1.50274, 2.06477, 0.73808], [-3.37282, 0.86653, -1.03907], [-3.66220, 0.02685, -0.66711], [-3.31446, 1.42623, -0.24310], [-1.59170, -1.22795, -3.57365], [-2.08664, -0.88846, -2.81481], [-1.08500, -1.96630, -3.22198], [3.11775, -2.15372, -0.41208], [2.46619, -2.74934, -0.79391], [3.40296, -1.56438, -1.11840]], "nbo_charge": [-0.6143, -0.4227, -0.3956, -0.0462, -0.6314, -0.6771, -0.4101, 0.2096, 0.1875, 0.2090, 0.2304, 0.1917, 0.1933, 0.2109, 0.1997, 0.1926, 0.2107, 0.2136, 0.3820, 0.2041, 0.1917, 0.1684, -0.9399, 0.4697, 0.4778, -0.9880, 0.4807, 0.5058, -0.9678, 0.4575, 0.4988, -0.9366, 0.4795, 0.4601, -0.9431, 0.4721, 0.4758]}

(ii)
{"formula": "C6H25NO5", "method": "ωB97M-V with the def2-TZVPD basis set", "smiles": "CCCCNCC.O.O.O.O.O", "lumo_ha": 0.0154, "gap_ev": 9.473, "molar_mass_g_mol": 191.3, "elements": ["C", "C", "C", "C", "N", "C", "C", "H", "H", "H", "H", "H", "H", "H", "H", "H", "H", "H", "H", "H", "H", "H", "O", "H", "H", "O", "H", "H", "O", "H", "H", "O", "H", "H", "O", "H", "H"], "coordinates": [[1.57741, -1.87569, -2.88531], [0.83982, -1.35425, -1.60822], [1.33312, 0.09934, -1.40492], [0.31887, 1.17751, -1.94410], [-0.59369, 1.37131, -0.81238], [-1.94283, 2.06721, -1.16580], [-3.12929, 1.39370, -0.34419], [2.56878, -1.64225, -2.85157], [1.61788, -2.93254, -2.92480], [1.12280, -1.57547, -3.83070], [-0.18689, -1.53014, -1.48251], [1.25345, -2.00777, -0.84632], [1.65314, 0.25865, -0.30459], [2.37141, 0.42393, -1.97337], [-0.25244, 0.56784, -2.70266], [0.61592, 2.06360, -2.51440], [-0.88834, 0.32416, -0.55356], [-1.83380, 3.15073, -0.88476], [-2.23709, 1.92665, -2.19065], [-4.12228, 1.86133, -0.43222], [-2.72720, 1.13365, 0.67530], [-3.44404, 0.37681, -0.75237], [-1.87550, -1.52375, 0.86501], [-2.27446, -1.06468, 1.60291], [-1.72260, -2.36032, 1.18518], [1.73743, -2.99961, 2.91210], [1.47730, -3.61242, 2.23877], [1.76107, -2.16176, 2.56026], [2.33783, 0.10806, 2.25260], [2.55246, 1.00881, 2.60375], [2.60072, 0.07015, 1.41424], [1.11756, 2.38096, 2.06462], [0.63369, 2.31247, 1.25209], [0.39611, 2.65948, 2.70311], [-1.17670, -0.21104, 3.23450], [-0.23390, -0.47915, 3.25511], [-1.24571, 0.59450, 3.58983]], "nbo_charge": [-0.5930, -0.4259, -0.3987, -0.2312, -0.6673, -0.2240, -0.6441, 0.2014, 0.2006, 0.2011, 0.2210, 0.1982, 0.1998, 0.2065, 0.1536, 0.2057, 0.3791, 0.1893, 0.1770, 0.2225, 0.2109, 0.2136, -0.9516, 0.4912, 0.4624, -0.9407, 0.4635, 0.4771, -0.9591, 0.5027, 0.4565, -0.9633, 0.4967, 0.4656, -0.9528, 0.4971, 0.4589]}

Stability, highest: (i)

(i)
{"formula": "CH4N3P", "method": "ωB97M-V with the def2-TZVPD basis set", "lumo_ha": -0.0179, "gap_ev": 8.503, "molar_mass_g_mol": 89.0, "elements": ["C", "N", "N", "N", "P", "H", "H", "H", "H"], "coordinates": [[0.23207, 1.05167, -0.41047], [1.08441, -0.07981, -0.80098], [0.72056, -1.23778, -0.54810], [-0.36093, -1.54932, 0.05688], [-1.14338, 0.56725, 0.72483], [0.73011, 1.98351, -0.08886], [-0.21517, 1.19181, -1.38636], [-0.52606, -2.41189, 0.51511], [-0.52162, 0.48457, 1.93796]], "nbo_charge": [-0.6266, -0.2379, 0.0732, -0.5547, 0.5380, 0.2447, 0.2371, 0.3936, -0.0676]}

(ii)
{"formula": "CH4N3P", "method": "ωB97M-V with the def2-TZVPD basis set", "lumo_ha": [-0.0265, -0.0213], "gap_ev": [7.291, 7.537], "molar_mass_g_mol": 89.0, "elements": ["C", "N", "N", "N", "P", "H", "H", "H", "H"], "coordinates": [[-0.37172, 0.72464, 0.90095], [0.01578, 0.03157, -0.21838], [0.97623, -0.63641, -0.50707], [1.46606, -1.31083, -1.42285], [-2.13177, 0.93795, 0.02886], [-0.33249, 0.22401, 1.97247], [0.01607, 1.82833, 0.90786], [2.45506, -1.44993, -1.34416], [-2.09323, -0.34931, -0.31767]], "nbo_charge": [-0.4933, -0.2577, 0.1835, -0.4704, 0.3098, 0.2152, 0.2298, 0.3559, -0.0728]}

Stability, highest: (i)